No. 1
Formula: C8H19N5O3Ru
Source: the Open Molecules 2025 dataset
Level of theory: ωB97M-V with the def2-TZVPD basis set

Calculated values
- M: 334.3 Da
- Spin multiplicity: 5
- E_HOMO (alpha / beta): -15.23 / -16.80 eV
- Net charge: +2
- Calculated total energy: -909.9213 Eh
- HOMO-LUMO gap (alpha / beta): 7.15 / 6.32 eV
- Max |F|: 4.745 eV Å⁻¹

Positions of all 36 atoms, in Å:
Ru1 -0.195 -0.192 -0.364
N1 -0.079 1.047 1.322
C1 1.014 0.769 2.282
C2 2.207 0.194 1.571
N2 1.753 -0.730 0.477
C3 1.707 -2.182 0.875
C4 0.427 -2.520 1.572
N3 -0.700 -1.746 0.953
H1 -0.994 1.124 1.778
H2 0.002 1.967 0.886
H3 1.350 1.694 2.767
H4 0.622 0.099 3.064
H5 2.846 0.994 1.117
H6 2.837 -0.357 2.283
H7 2.496 -0.671 -0.226
H8 1.808 -2.800 -0.049
H9 2.565 -2.437 1.502
H10 0.275 -3.607 1.450
H11 0.500 -2.315 2.668
H12 -1.266 -2.397 0.378
H13 -1.343 -1.510 1.712
N4 0.780 0.855 -2.148
C5 0.350 2.271 -2.065
C6 -1.148 2.140 -1.967
O1 -1.911 2.766 -2.776
N5 -1.559 1.217 -1.063
C7 -2.949 0.704 -1.139
C8 -2.815 -0.670 -1.746
O2 -3.702 -1.161 -2.454
O3 -1.570 -1.331 -1.456
H14 1.798 0.772 -2.303
H15 0.277 0.378 -2.912
H16 0.637 2.874 -2.928
H17 0.813 2.716 -1.170
H18 -3.460 1.393 -1.790
H19 -3.373 0.652 -0.102

No. 2
Formula: C6H9NO
Source: the Open Molecules 2025 dataset
Level of theory: ωB97M-V with the def2-TZVPD basis set

Calculated values
- M: 111.1 Da
- E_HOMO (alpha / beta): -9.55 / -8.66 eV
- Energy relative to the best compared isomer or geometry (same formula, charge and spin): 439.3 kJ/mol
- Net charge: 0
- Calculated total energy: -363.8569 Eh
- HOMO-LUMO gap (alpha / beta): 9.65 / 8.54 eV
- Max |F|: 1.951 eV Å⁻¹

Positions of all 17 atoms, in Å:
C1 -1.520 0.219 -0.055
C2 1.322 1.171 0.892
C3 0.958 1.399 -0.508
C4 0.856 0.035 -0.014
C5 -2.738 -0.661 0.154
C6 1.785 -1.058 -0.491
N1 -1.577 1.393 -0.440
O1 -0.416 -0.525 0.226
H1 2.366 1.243 1.178
H2 0.646 1.498 1.669
H3 1.353 1.904 -1.358
H4 -3.615 -0.053 0.340
H5 -2.546 -1.332 0.986
H6 -2.889 -1.245 -0.752
H7 1.823 -1.859 0.245
H8 2.784 -0.665 -0.643
H9 1.408 -1.462 -1.428

No. 3
Formula: C33H23BF5N4OP2ReSSe2
Source: the Open Molecules 2025 dataset
Level of theory: ωB97M-V with the def2-TZVPD basis set

Calculated values
- M: 1035.5 Da
- Spin multiplicity: 2
- E_HOMO (alpha / beta): -4.13 / -5.33 eV
- Energy relative to the best compared isomer or geometry (same formula, charge and spin): 0.0 kJ/mol
- Net charge: -1
- Calculated total energy: -8051.9590 Eh
- HOMO-LUMO gap (alpha / beta): 6.21 / 7.41 eV
- Max |F|: 0.743 eV Å⁻¹

Positions of all 73 atoms, in Å:
Re1 0.252 -0.077 3.074
F1 0.997 -5.376 7.387
C1 1.282 -4.300 6.651
C2 0.502 -3.159 6.757
F2 -0.536 -3.148 7.598
C3 0.810 -2.048 6.000
F3 0.037 -0.961 6.115
C4 1.879 -2.033 5.106
S1 2.239 -0.585 4.141
C5 2.645 -3.183 5.027
F4 3.693 -3.236 4.197
C6 2.363 -4.310 5.783
F5 3.127 -5.403 5.678
Se1 2.051 1.862 -3.567
P1 0.867 0.253 -2.929
C7 -0.908 0.457 -3.276
C8 -1.804 -0.523 -2.845
C9 -3.163 -0.350 -3.045
C10 -3.634 0.801 -3.668
C11 -2.745 1.775 -4.095
C12 -1.379 1.603 -3.902
C13 1.339 -1.298 -3.744
C14 0.609 -1.793 -4.816
C15 1.045 -2.923 -5.492
C16 2.212 -3.559 -5.098
C17 2.948 -3.060 -4.030
C18 2.517 -1.931 -3.358
C19 0.850 -0.170 -1.177
C20 0.693 0.527 0.012
N1 0.591 -0.423 0.976
N2 0.669 -1.626 0.417
N3 0.824 -1.492 -0.870
P2 0.506 2.189 0.657
Se2 1.551 2.282 2.523
C21 1.084 3.448 -0.497
C22 0.190 4.202 -1.251
C23 0.665 5.198 -2.089
C24 2.028 5.443 -2.174
C25 2.918 4.698 -1.415
C26 2.450 3.703 -0.574
C27 -1.279 2.417 0.834
C28 -2.150 1.863 -0.099
C29 -3.517 2.057 0.026
C30 -4.016 2.799 1.089
C31 -3.148 3.341 2.025
C32 -1.781 3.151 1.902
H1 -1.436 -1.411 -2.342
H2 -3.856 -1.109 -2.705
H3 -4.698 0.937 -3.815
H4 -3.113 2.672 -4.576
H5 -0.665 2.354 -4.219
H6 -0.303 -1.299 -5.127
H7 0.469 -3.308 -6.324
H8 2.550 -4.446 -5.619
H9 3.856 -3.558 -3.715
H10 3.085 -1.545 -2.522
H11 -0.875 4.016 -1.190
H12 -0.030 5.779 -2.680
H13 2.399 6.218 -2.832
H14 3.982 4.885 -1.483
H15 3.140 3.121 0.024
H16 -1.778 1.270 -0.924
H17 -4.182 1.615 -0.704
H18 -5.084 2.939 1.197
H19 -3.535 3.895 2.870
H20 -1.103 3.534 2.654
B1 -1.207 -4.599 3.396
C33 -0.726 -3.102 3.288
N4 -0.387 -2.000 3.215
H21 -0.951 -5.130 2.340
H22 -0.607 -5.103 4.324
H23 -2.401 -4.555 3.608
O1 -0.920 0.836 3.892

max |F| of number 1 (C8H19N5O3Ru)?
4.745 eV Å⁻¹

Look up the max |F| of the third one.
0.743 eV Å⁻¹

The lowest net charge belongs to which entry?
C33H23BF5N4OP2ReSSe2

What is the M in the first record?
334.3 Da